Run P
The following is a DFT calculation (ωB97M-V with the def2-TZVPD basis set) of a cluster of 3 separate species, C6H12N2 in total.

Results
Total charge   0
Kohn-Sham gap   10.1 eV
Lowest unoccupied orbital energy   0.93 eV
Spin multiplicity   1
HOMO   -9.17 eV

Element x y z (Å)
1 C 2.117 -0.938 2.288
2 C 2.311 0.748 -1.044
3 C 2.632 0.140 0.275
4 N 1.762 -0.412 0.998
5 H 3.684 0.209 0.595
6 H 1.842 -1.994 2.320
7 H 1.530 -0.423 3.051
8 H 3.185 -0.837 2.524
9 H 2.582 1.805 -1.033
10 H 2.911 0.273 -1.821
11 H 1.256 0.642 -1.280
12 C -1.236 -0.155 -1.168
13 C -3.701 -0.275 -1.222
14 C -4.201 0.893 -0.876
15 N -0.913 -0.482 -0.083
16 H -0.217 -0.505 0.653
17 H -2.767 -0.290 -2.005
18 H -3.885 -1.190 -0.678
19 H -4.021 1.784 -1.463
20 H -4.871 1.007 -0.033

Run Q
The following is a DFT calculation (ωB97M-V with the def2-TZVPD basis set) of the molecule C6H12N2.

Results
Total charge   0
Kohn-Sham gap   9.1 eV
Lowest unoccupied orbital energy   1.02 eV
Spin multiplicity   1
HOMO   -8.08 eV

Element x y z (Å)
1 C -0.328 1.835 -0.798
2 C -0.439 0.926 0.388
3 C 0.924 0.452 0.998
4 N 1.544 -0.359 -0.024
5 C 0.393 -0.548 -1.169
6 C -0.697 -0.429 -0.216
7 C -0.381 -1.650 0.715
8 N -1.691 0.451 0.287
9 H 0.461 1.651 -1.603
10 H -0.467 2.795 -0.278
11 H -1.509 1.774 -1.296
12 H 0.446 -0.353 1.778
13 H 1.493 1.205 1.408
14 H 2.395 -0.098 -0.393
15 H 0.760 -1.445 -1.625
16 H 0.368 0.146 -2.027
17 H -0.494 -1.704 1.765
18 H 0.580 -2.330 0.426
19 H -1.207 -2.339 0.507
20 H -2.149 0.022 1.157

Run R
The following is a DFT calculation (ωB97M-V with the def2-TZVPD basis set) of a cluster of 2 separate species, C6H12N2 in total.

Results
Total charge   0
Kohn-Sham gap   9.5 eV
Lowest unoccupied orbital energy   0.90 eV
Spin multiplicity   1
HOMO   -8.59 eV

Element x y z (Å)
1 C 2.473 1.909 -0.027
2 C 1.531 0.792 -0.219
3 C 1.308 0.095 -1.383
4 N 0.407 -0.916 -1.070
5 C 0.213 -0.833 0.269
6 N 0.788 0.225 0.808
7 H 1.926 2.846 -0.070
8 H 3.227 1.768 -0.807
9 H 3.103 1.882 0.871
10 H 2.078 -0.104 -2.121
11 H -0.050 -1.604 -1.655
12 H -0.596 -1.331 0.758
13 C -2.686 0.172 0.754
14 C -2.866 -1.347 0.686
15 H -3.015 0.624 -0.182
16 H -3.508 0.520 1.404
17 H -1.756 0.471 1.207
18 H -2.756 -1.854 1.649
19 H -2.267 -1.856 -0.082
20 H -3.901 -1.548 0.438

run R is preferred energetically. Next in line: 0.1082 hartree higher.